Here is 14 unconnected molecules or ions with the total composition C91H201N9O14 at a distorted geometry from the OMol25 dataset. Energies are from ωB97M-V/def2-TZVPD.

Each atom is followed by the atoms it is bonded to, with distances in Å.
Atoms and positions in Å:
1 C 5.277 3.628 -1.734  C2 1.480, H12 1.108, H13 1.086, H14 1.070
2 C 6.447 4.433 -1.320  C1 1.480, C3 1.570, N7 1.493, C11 1.511
3 C 7.758 3.963 -2.045  C2 1.570, C4 1.474, H15 1.109, H16 1.128
4 C 7.787 4.168 -3.505  C3 1.474, C5 1.527, H17 1.131, H18 1.111
5 C 7.403 5.561 -4.001  C4 1.527, C6 1.619, H19 1.096, H20 1.132
6 C 6.091 6.140 -3.252  C5 1.619, N7 1.540, C9 1.504, C10 1.594
7 N 6.266 5.852 -1.749  C2 1.493, C6 1.540, O8 1.458
8 O 5.021 6.280 -1.125  N7 1.458, H30 0.949
9 C 5.974 7.639 -3.296  C6 1.504, H21 1.103, H22 1.095, H23 1.118
10 C 4.778 5.559 -3.944  C6 1.594, H24 1.100, H25 1.084, H26 1.117
11 C 6.649 4.478 0.177  C2 1.511, H27 1.124, H28 1.123, H29 1.083
12 H 4.374 4.260 -1.624  C1 1.108
13 H 5.051 2.702 -1.214  C1 1.086
14 H 5.489 3.369 -2.750  C1 1.070
15 H 8.610 4.510 -1.593  C3 1.109
16 H 7.910 2.870 -1.817  C3 1.128
17 H 7.208 3.359 -4.041  C4 1.131
18 H 8.823 3.892 -3.797  C4 1.111
19 H 7.223 5.552 -5.082  C5 1.096
20 H 8.346 6.163 -3.827  C5 1.132
21 H 4.969 7.962 -2.976  C9 1.103
22 H 6.757 8.111 -2.693  C9 1.095
23 H 6.138 7.974 -4.350  C9 1.118
24 H 3.962 5.848 -3.265  C10 1.100
25 H 4.644 6.111 -4.867  C10 1.084
26 H 4.721 4.451 -4.079  C10 1.117
27 H 6.935 3.470 0.583  C11 1.124
28 H 5.746 4.813 0.755  C11 1.123
29 H 7.453 5.112 0.531  C11 1.083
30 H 5.331 6.881 -0.458  O8 0.949
31 C 2.161 3.073 -5.440  C32 1.507, H42 1.107, H43 1.100, H44 1.070
32 C 0.698 3.158 -5.787  C31 1.507, C33 1.535, N37 1.548, C41 1.523
33 C 0.455 4.219 -6.870  C32 1.535, C34 1.517, H45 1.105, H46 1.094
34 C 0.813 3.732 -8.261  C33 1.517, C35 1.522, H47 1.094, H48 1.089
35 C -0.028 2.505 -8.583  C34 1.522, C36 1.563, H49 1.096, H50 1.082
36 C 0.347 1.321 -7.635  C35 1.563, N37 1.479, C39 1.560, C40 1.521
37 N 0.083 1.821 -6.268  C32 1.548, C36 1.479, O38 1.442
38 O 0.633 0.856 -5.348  N37 1.442, H60 0.969
39 C -0.576 0.087 -7.874  C36 1.560, H51 1.101, H52 1.107, H53 1.098
40 C 1.765 0.897 -7.984  C36 1.521, H54 1.110, H55 1.114, H56 1.095
41 C -0.160 3.583 -4.603  C32 1.523, H57 1.089, H58 1.108, H59 1.093
42 H 2.740 2.567 -6.237  C31 1.107
43 H 2.276 2.554 -4.477  C31 1.100
44 H 2.536 4.047 -5.206  C31 1.070
45 H -0.619 4.479 -6.879  C33 1.105
46 H 1.074 5.096 -6.659  C33 1.094
47 H 1.870 3.457 -8.334  C34 1.094
48 H 0.683 4.550 -8.969  C34 1.089
49 H 0.019 2.201 -9.635  C35 1.096
50 H -1.057 2.761 -8.365  C35 1.082
51 H -0.593 -0.698 -7.103  C39 1.101
52 H -1.664 0.288 -7.921  C39 1.107
53 H -0.311 -0.401 -8.820  C39 1.098
54 H 1.662 0.440 -8.991  C40 1.110
55 H 2.413 1.801 -8.054  C40 1.114
56 H 2.067 0.300 -7.117  C40 1.095
57 H -1.195 3.703 -4.918  C41 1.089
58 H 0.168 4.583 -4.259  C41 1.108
59 H -0.044 2.898 -3.759  C41 1.093
60 H -0.119 0.564 -4.811  O38 0.969
61 C -1.674 3.224 9.491  C62 1.519, H72 1.096, H73 1.073, H74 1.116
62 C -2.137 1.930 10.139  C61 1.519, C63 1.556, N67 1.516, C71 1.491
63 C -3.679 1.763 10.000  C62 1.556, C64 1.545, H75 1.071, H76 1.075
64 C -4.255 1.325 8.635  C63 1.545, C65 1.562, H77 1.128, H78 1.096
65 C -3.387 0.103 8.194  C64 1.562, C66 1.547, H79 1.122, H80 1.104
66 C -1.851 0.283 8.176  C65 1.547, N67 1.524, C69 1.522, C70 1.559
67 N -1.498 0.661 9.610  C62 1.516, C66 1.524, O68 1.458
68 O -0.069 0.944 9.553  N67 1.458, H90 0.953
69 C -1.214 -1.080 7.952  C66 1.522, H81 1.077, H82 1.083, H83 1.106
70 C -1.334 1.169 7.002  C66 1.559, H84 1.070, H85 1.091, H86 1.094
71 C -1.731 1.879 11.572  C62 1.491, H87 1.078, H88 1.108, H89 1.075
72 H -2.233 3.419 8.569  C61 1.096
73 H -0.617 3.244 9.308  C61 1.073
74 H -1.963 4.110 10.103  C61 1.116
75 H -3.984 1.086 10.771  C63 1.071
76 H -4.113 2.717 10.240  C63 1.075
77 H -4.168 2.247 7.991  C64 1.128
78 H -5.323 1.079 8.666  C64 1.096
79 H -3.710 -0.253 7.180  C65 1.122
80 H -3.702 -0.687 8.898  C65 1.104
81 H -1.676 -1.831 8.570  C69 1.077
82 H -1.416 -1.444 6.952  C69 1.083
83 H -0.118 -1.195 8.049  C69 1.106
84 H -1.597 2.204 7.070  C70 1.070
85 H -0.249 1.251 6.925  C70 1.091
86 H -1.651 0.725 6.053  C70 1.094
87 H -2.270 2.641 12.112  C71 1.078
88 H -0.668 2.106 11.783  C71 1.108
89 H -2.047 0.959 12.030  C71 1.075
90 H 0.309 0.396 10.234  O68 0.953
91 C -3.284 -1.006 1.446  C92 1.560, H102 1.099, H103 1.061, H104 1.087
92 C -3.457 -1.779 2.790  C91 1.560, C93 1.552, N97 1.488, C101 1.503
93 C -4.322 -0.916 3.747  C92 1.552, C94 1.496, H105 1.107, H106 1.147
94 C -4.778 -1.635 4.977  C93 1.496, C95 1.538, H107 1.101, H108 1.085
95 C -5.440 -2.965 4.579  C94 1.538, C96 1.520, H109 1.082, H110 1.076
96 C -4.719 -3.869 3.593  C95 1.520, N97 1.489, C99 1.561, C100 1.528
97 N -4.222 -3.016 2.477  C92 1.488, C96 1.489, O98 1.480
98 O -3.425 -3.893 1.591  N97 1.480, H120 0.970
99 C -3.595 -4.702 4.285  C96 1.561, H111 1.092, H112 1.056, H113 1.129
100 C -5.694 -4.865 2.968  C96 1.528, H114 1.096, H115 1.112, H116 1.112
101 C -2.108 -1.910 3.440  C92 1.503, H117 1.108, H118 1.081, H119 1.068
102 H -4.308 -0.854 1.078  C91 1.099
103 H -2.782 -1.650 0.767  C91 1.061
104 H -2.808 -0.037 1.575  C91 1.087
105 H -3.700 -0.026 3.963  C93 1.107
106 H -5.265 -0.609 3.170  C93 1.147
107 H -5.523 -1.086 5.573  C94 1.101
108 H -3.958 -1.872 5.646  C94 1.085
109 H -6.393 -2.702 4.138  C95 1.082
110 H -5.746 -3.464 5.481  C95 1.076
111 H -3.180 -5.389 3.544  C99 1.092
112 H -2.798 -4.174 4.731  C99 1.056
113 H -4.009 -5.244 5.184  C99 1.129
114 H -6.474 -4.351 2.393  C100 1.096
115 H -5.127 -5.650 2.422  C100 1.112
116 H -6.266 -5.272 3.830  C100 1.112
117 H -1.509 -2.722 2.981  C101 1.108
118 H -2.159 -2.228 4.471  C101 1.081
119 H -1.454 -1.068 3.388  C101 1.068
120 H -4.178 -4.016 0.992  O98 0.970
121 C -3.089 3.463 -1.621  C122 1.522, H132 1.091, H133 1.106, H134 1.092
122 C -4.122 3.988 -0.635  C121 1.522, C123 1.543, N127 1.503, C131 1.530
123 C -4.456 2.913 0.420  C122 1.543, C124 1.478, H135 1.096, H136 1.102
124 C -5.113 3.525 1.594  C123 1.478, C125 1.561, H137 1.122, H138 1.108
125 C -4.346 4.686 2.301  C124 1.561, C126 1.567, H139 1.093, H140 1.085
126 C -3.969 5.812 1.278  C125 1.567, N127 1.535, C129 1.496, C130 1.541
127 N -3.375 5.093 0.059  C122 1.503, C126 1.535, O128 1.454
128 O -3.096 6.096 -0.956  N127 1.454, H150 0.940
129 C -5.166 6.664 0.994  C126 1.496, H141 1.114, H142 1.080, H143 1.101
130 C -2.938 6.793 1.870  C126 1.541, H144 1.106, H145 1.076, H146 1.099
131 C -5.464 4.327 -1.287  C122 1.530, H147 1.106, H148 1.097, H149 1.103
132 H -2.804 4.092 -2.466  C121 1.091
133 H -3.515 2.548 -2.072  C121 1.106
134 H -2.154 3.227 -1.107  C121 1.092
135 H -5.121 2.145 0.008  C123 1.096
136 H -3.507 2.410 0.666  C123 1.102
137 H -5.376 2.723 2.332  C124 1.122
138 H -6.111 3.943 1.356  C124 1.108
139 H -3.486 4.382 2.904  C125 1.093
140 H -5.035 5.107 3.026  C125 1.085
141 H -4.861 7.569 0.420  C129 1.114
142 H -5.941 6.201 0.401  C129 1.080
143 H -5.682 7.012 1.902  C129 1.101
144 H -3.376 7.173 2.812  C130 1.106
145 H -1.998 6.297 2.039  C130 1.076
146 H -2.802 7.669 1.222  C130 1.099
147 H -5.529 5.360 -1.678  C131 1.106
148 H -6.334 4.219 -0.628  C131 1.097
149 H -5.629 3.703 -2.180  C131 1.103
150 H -3.954 6.359 -1.235  O128 0.940
151 C -5.146 -2.583 -3.395  C152 1.523, H162 1.055, H163 1.112, H164 1.094
152 C -5.111 -4.068 -3.059  C151 1.523, C153 1.543, N157 1.510, C161 1.510
153 C -4.229 -4.204 -1.800  C152 1.543, C154 1.552, H165 1.104, H166 1.108
154 C -4.315 -5.636 -1.209  C153 1.552, C155 1.538, H167 1.123, H168 1.076
155 C -5.756 -5.970 -0.791  C154 1.538, C156 1.492, H169 1.096, H170 1.130
156 C -6.707 -5.783 -1.926  C155 1.492, N157 1.492, C159 1.510, C160 1.569
157 N -6.486 -4.457 -2.572  C152 1.510, C156 1.492, O158 1.439
158 O -7.319 -4.328 -3.739  N157 1.439, H180 0.969
159 C -6.546 -6.952 -2.867  C156 1.510, H171 1.071, H172 1.111, H173 1.080
160 C -8.150 -5.619 -1.334  C156 1.569, H174 1.092, H175 1.078, H176 1.108
161 C -4.626 -4.884 -4.234  C152 1.510, H177 1.078, H178 1.089, H179 1.088
162 H -4.222 -2.296 -3.816  C151 1.055
163 H -5.319 -1.984 -2.475  C151 1.112
164 H -5.923 -2.394 -4.141  C151 1.094
165 H -3.206 -3.901 -2.085  C153 1.104
166 H -4.514 -3.422 -1.068  C153 1.108
167 H -3.612 -5.778 -0.344  C154 1.123
168 H -3.934 -6.407 -1.856  C154 1.076
169 H -6.074 -5.331 0.041  C155 1.096
170 H -5.892 -7.040 -0.456  C155 1.130
171 H -5.519 -7.210 -3.033  C159 1.071
172 H -7.079 -7.833 -2.451  C159 1.111
173 H -7.150 -6.875 -3.758  C159 1.080
174 H -8.212 -4.669 -0.800  C160 1.092
175 H -8.921 -5.801 -2.064  C160 1.078
176 H -8.300 -6.392 -0.555  C160 1.108
177 H -4.196 -5.842 -3.991  C161 1.078
178 H -3.814 -4.423 -4.795  C161 1.089
179 H -5.450 -5.027 -4.931  C161 1.088
180 H -7.952 -3.633 -3.504  O158 0.969
181 C 5.463 0.743 -4.860  C182 1.532, H192 1.075, H193 1.063, H194 1.092
182 C 5.243 -0.164 -3.645  C181 1.532, C183 1.538, N187 1.470, C191 1.555
183 C 3.877 0.081 -2.982  C182 1.538, C184 1.515, H195 1.104, H196 1.092
184 C 2.770 -0.404 -3.895  C183 1.515, C185 1.517, H197 1.084, H198 1.102
185 C 2.818 -1.910 -4.064  C184 1.517, C186 1.608, H199 1.119, H200 1.085
186 C 4.224 -2.307 -4.739  C185 1.608, N187 1.477, C189 1.561, C190 1.471
187 N 5.290 -1.586 -4.015  C182 1.470, C186 1.477, O188 1.466
188 O 6.593 -1.968 -4.569  N187 1.466, H210 0.942
189 C 4.423 -3.842 -4.534  C186 1.561, H201 1.087, H202 1.094, H203 1.094
190 C 4.191 -1.930 -6.160  C186 1.471, H204 1.116, H205 1.090, H206 1.108
191 C 6.343 0.103 -2.579  C182 1.555, H207 1.059, H208 1.115, H209 1.071
192 H 5.499 1.765 -4.530  C181 1.075
193 H 4.833 0.576 -5.700  C181 1.063
194 H 6.507 0.576 -5.132  C181 1.092
195 H 3.909 -0.517 -2.054  C183 1.104
196 H 3.680 1.107 -2.663  C183 1.092
197 H 2.797 0.113 -4.847  C184 1.084
198 H 1.844 -0.079 -3.395  C184 1.102
199 H 2.091 -2.350 -4.792  C185 1.119
200 H 2.696 -2.385 -3.096  C185 1.085
201 H 3.575 -4.375 -4.956  C189 1.087
202 H 5.359 -4.163 -5.002  C189 1.094
203 H 4.431 -4.137 -3.481  C189 1.094
204 H 3.502 -2.678 -6.620  C190 1.116
205 H 3.682 -0.996 -6.399  C190 1.090
206 H 5.158 -2.030 -6.691  C190 1.108
207 H 6.201 -0.459 -1.693  C191 1.059
208 H 6.169 1.165 -2.284  C191 1.115
209 H 7.336 -0.082 -2.935  C191 1.071
210 H 6.802 -1.500 -5.359  O188 0.942
211 C 4.529 0.700 2.151  C212 1.597, H222 1.070, H223 1.093, H224 1.123
212 C 4.111 0.181 3.602  C211 1.597, C213 1.562, N217 1.462, C221 1.533
213 C 3.140 1.282 4.135  C212 1.562, C214 1.539, H225 1.132, H226 1.098
214 C 2.381 0.933 5.428  C213 1.539, C215 1.523, H227 1.120, H228 1.097
215 C 1.580 -0.301 5.033  C214 1.523, C216 1.591, H229 1.101, H230 1.081
216 C 2.486 -1.494 4.497  C215 1.591, N217 1.499, C219 1.539, C220 1.555
217 N 3.380 -1.065 3.373  C212 1.462, C216 1.499, O218 1.456
218 O 4.292 -2.150 3.041  N217 1.456, H240 0.997
219 C 3.224 -2.198 5.650  C216 1.539, H231 1.114, H232 1.099, H233 1.071
220 C 1.518 -2.530 3.860  C216 1.555, H234 1.097, H235 1.103, H236 1.093
221 C 5.260 -0.031 4.595  C212 1.533, H237 1.136, H238 1.086, H239 1.107
222 H 5.057 1.617 2.314  C211 1.070
223 H 3.662 0.764 1.489  C211 1.093
224 H 5.287 0.096 1.585  C211 1.123
225 H 3.733 2.242 4.045  C213 1.132
226 H 2.385 1.328 3.339  C213 1.098
227 H 1.559 1.664 5.643  C214 1.120
228 H 2.943 0.709 6.343  C214 1.097
229 H 0.889 -0.008 4.227  C215 1.101
230 H 1.054 -0.756 5.860  C215 1.081
231 H 2.564 -2.579 6.461  C219 1.114
232 H 3.683 -3.067 5.158  C219 1.099
233 H 3.950 -1.556 6.106  C219 1.071
234 H 0.943 -2.087 3.037  C220 1.097
235 H 2.115 -3.309 3.359  C220 1.103
236 H 0.819 -3.098 4.480  C220 1.093
237 H 5.997 0.824 4.468  C221 1.136
238 H 5.740 -0.962 4.309  C221 1.086
239 H 5.062 -0.050 5.685  C221 1.107
240 H 4.049 -2.462 2.125  O218 0.997
241 C 1.903 -5.970 1.658  C242 1.526, H252 1.083, H253 1.104, H254 1.070
242 C 0.697 -5.719 0.757  C241 1.526, C243 1.551, N247 1.483, C251 1.573
243 C 0.126 -4.295 0.987  C242 1.551, C244 1.499, H255 1.104, H256 1.087
244 C -0.679 -3.719 -0.138  C243 1.499, C245 1.507, H257 1.105, H258 1.110
245 C 0.010 -3.818 -1.475  C244 1.507, C246 1.543, H259 1.101, H260 1.074
246 C 0.460 -5.273 -1.727  C245 1.543, N247 1.474, C249 1.548, C250 1.563
247 N 1.307 -5.688 -0.595  C242 1.483, C246 1.474, O248 1.508
248 O 1.666 -7.115 -0.924  N247 1.508, H270 0.943
249 C -0.867 -6.040 -1.939  C246 1.548, H261 1.061, H262 1.087, H263 1.086
250 C 1.431 -5.329 -2.950  C246 1.563, H264 1.096, H265 1.092, H266 1.087
251 C -0.448 -6.772 0.990  C242 1.573, H267 1.097, H268 1.119, H269 1.088
252 H 2.433 -6.894 1.458  C241 1.083
253 H 1.670 -5.945 2.737  C241 1.104
254 H 2.521 -5.119 1.461  C241 1.070
255 H -0.527 -4.388 1.872  C243 1.104
256 H 0.967 -3.670 1.276  C243 1.087
257 H -0.921 -2.658 0.058  C244 1.105
258 H -1.662 -4.234 -0.139  C244 1.110
259 H 0.907 -3.185 -1.413  C245 1.101
260 H -0.541 -3.537 -2.353  C245 1.074
261 H -1.655 -5.824 -1.262  C249 1.061
262 H -1.213 -5.933 -2.964  C249 1.087
263 H -0.700 -7.111 -1.869  C249 1.086
264 H 0.886 -5.002 -3.843  C250 1.096
265 H 2.250 -4.644 -2.719  C250 1.092
266 H 1.714 -6.359 -3.150  C250 1.087
267 H -0.617 -6.987 2.053  C251 1.097
268 H -0.139 -7.765 0.578  C251 1.119
269 H -1.406 -6.392 0.639  C251 1.088
270 H 2.582 -7.137 -0.699  O248 0.943
271 C 6.118 -3.195 0.706  C272 1.523, H274 1.104, H275 1.069, H276 1.070
272 C 5.037 -3.839 -0.151  C271 1.523, O273 1.436, H277 1.086, H278 1.127
273 O 3.810 -3.260 0.320  C272 1.436, H279 0.972
274 H 5.946 -3.299 1.792  C271 1.104
275 H 6.204 -2.138 0.574  C271 1.069
276 H 7.120 -3.525 0.527  C271 1.070
277 H 5.099 -4.901 0.069  C272 1.086
278 H 5.321 -3.571 -1.209  C272 1.127
279 H 3.071 -3.545 -0.243  O273 0.972
280 C -3.418 0.504 -3.653  C281 1.527, H283 1.100, H284 1.066, H285 1.083
281 C -2.317 -0.031 -2.740  C280 1.527, O282 1.399, H286 1.095, H287 1.078
282 O -1.053 0.109 -3.324  C281 1.399, H288 0.996
283 H -3.224 1.496 -4.086  C280 1.100
284 H -4.319 0.509 -3.083  C280 1.066
285 H -3.498 -0.136 -4.523  C280 1.083
286 H -2.580 -1.093 -2.694  C281 1.095
287 H -2.305 0.308 -1.718  C281 1.078
288 H -0.488 0.670 -2.726  O282 0.996
289 C -1.208 2.371 2.857  C290 1.495, H292 1.064, H293 1.102, H294 1.100
290 C -0.981 2.581 1.394  C289 1.495, O291 1.406, H295 1.121, H296 1.078
291 O 0.376 2.832 1.122  C290 1.406, H297 0.956
292 H -2.160 1.924 3.011  C289 1.064
293 H -1.156 3.295 3.455  C289 1.102
294 H -0.441 1.699 3.268  C289 1.100
295 H -1.603 3.433 1.015  C290 1.121
296 H -1.301 1.703 0.857  C290 1.078
297 H 0.419 3.745 0.840  O291 0.956
298 C 1.870 4.851 -1.300  C299 1.522, H301 1.112, H302 1.107, H303 1.092
299 C 0.595 5.681 -1.267  C298 1.522, O300 1.451, H304 1.087, H305 1.121
300 O -0.098 5.332 -0.040  C299 1.451, H306 0.959
301 H 2.506 5.146 -0.436  C298 1.112
302 H 2.423 5.050 -2.237  C298 1.107
303 H 1.694 3.780 -1.179  C298 1.092
304 H -0.073 5.320 -2.045  C299 1.087
305 H 0.752 6.774 -1.463  C299 1.121
306 H -1.005 5.279 -0.349  O300 0.959
307 C 0.966 -0.460 0.824  C308 1.539, H310 1.086, H311 1.113, H312 1.095
308 C 1.275 -0.138 -0.649  C307 1.539, O309 1.470, H313 1.090, H314 1.088
309 O 0.374 0.943 -1.078  C308 1.470, H315 0.988
310 H 1.534 0.226 1.445  C307 1.086
311 H 1.383 -1.476 1.006  C307 1.113
312 H -0.062 -0.629 1.163  C307 1.095
313 H 1.186 -0.985 -1.330  C308 1.090
314 H 2.304 0.212 -0.652  C308 1.088
315 H 0.552 1.650 -0.412  O309 0.988

Multiplicity = 1
Kohn-Sham gap = 8.56 eV
Total energy = -5133.53121 Eh
Relative energy (zero: lowest compared OMol25 entry of this formula, charge and spin) = 275.6 kJ/mol
Molecular weight = 1645.66 g mol⁻¹